# 1
Entry from the Open Molecules 2025 dataset: 5 unconnected molecules or ions with the total composition C16H40F6N4O9S2 (ωB97M-V/def2-TZVPD).

Last column: Mulliken charge in e.
Positions of all 77 atoms, in Å:
H (1.91501, -4.36070, 1.60017)  0.3854
H (4.52891, -0.58816, -6.44397)  0.4990
H (3.15398, 4.57552, -3.54750)  0.4227
H (2.78327, -0.70148, -4.60089)  0.2828
H (0.27620, -5.03272, -0.47893)  0.3500
H (-0.59803, -2.51946, 11.01034)  0.3465
H (-1.22065, -2.81844, 2.47148)  0.2237
H (0.70039, -0.67609, 8.92004)  0.2133
C (1.35448, -3.44012, 1.76278)  -0.7910
C (0.19910, -2.20041, 10.33884)  -1.4086
H (2.14829, 1.45266, -5.08350)  0.2585
C (-0.07457, -3.81960, 1.17801)  0.4436
H (1.29030, -3.21769, 2.82791)  0.4080
H (-0.13045, 0.14333, -1.07938)  0.4461
F (-4.44250, 2.34040, 0.49374)  -0.2250
H (4.03023, 2.31711, -3.08576)  0.4866
N (2.59180, 1.30362, -4.18841)  -0.2631
H (-0.22318, -0.73620, 6.65167)  0.3788
C (3.29372, -2.14387, 1.23351)  -0.7888
C (0.03358, -0.84371, 9.76583)  0.7695
H (1.14401, 5.49428, -6.38254)  0.2146
H (3.34509, 1.20419, -8.50412)  0.3229
C (3.43332, 2.49500, -3.98027)  -0.7181
H (3.49254, -2.05190, 2.30127)  0.3135
H (0.28349, 4.95596, -4.90886)  0.2909
N (-4.55386, 1.10388, -2.44733)  -0.3208
H (3.91980, -2.90857, 0.77377)  0.3160
H (4.26775, 2.64264, -4.66584)  0.3319
C (3.17267, 0.15332, -8.27163)  -0.7861
F (-2.63788, 1.15872, -4.91636)  -0.2205
O (-5.59136, -0.21491, -0.61674)  -0.6369
H (-1.16137, 0.50571, 6.06917)  0.2969
H (-1.98772, -0.72659, 9.72921)  0.4419
O (-7.35355, 1.02133, -1.76259)  -0.5373
H (1.10682, 0.13034, 11.12959)  0.2696
C (2.49927, 3.76651, -3.87147)  -0.6591
C (1.25597, 5.19043, -5.34175)  -0.7385
H (4.22388, 0.11465, -3.82496)  0.3992
H (-1.97555, -3.08512, 1.23643)  0.2672
N (-1.04183, -2.78524, 1.47799)  -0.6705
H (0.56421, -3.42778, -0.92644)  0.2419
O (2.83186, 0.10204, -6.89591)  -0.3234
C (-3.72654, 0.31764, -4.88984)  0.5454
H (-1.09579, -3.88479, -0.65523)  0.3672
F (-6.57590, 2.77190, 0.65924)  -0.2598
H (1.77728, 3.68431, -3.05901)  0.3343
F (-5.45364, 3.54750, -1.04374)  -0.2080
H (0.16015, 1.07597, 10.36966)  0.2704
O (2.05137, 4.02450, -5.23478)  -0.2576
O (-1.40588, 0.34985, 8.12377)  -0.3880
C (3.90479, 0.20812, -6.03839)  -0.5298
C (-0.61688, 0.22848, 6.97182)  -0.9047
S (-5.93842, 0.95536, -1.39977)  0.9402
O (-6.13119, -0.24986, -3.88228)  -0.6139
H (4.03865, -0.40970, -8.61972)  0.3114
C (-5.52296, 2.50345, -0.27870)  0.6458
H (-1.30460, -1.71389, 8.36141)  0.4094
O (-0.91160, 0.41869, -0.59402)  -0.3303
N (0.14670, 0.17143, 10.81880)  -0.7694
C (-0.08158, -4.02244, -0.28035)  -1.3565
H (-1.18032, -0.22579, 0.06479)  0.3957
S (-5.23818, 0.87625, -3.79326)  1.0002
H (0.20903, -3.04831, 9.65396)  0.3853
O (1.88183, -2.33170, 1.03727)  -0.2482
H (0.30783, 0.80521, 6.99143)  0.3251
F (-3.41316, -0.90071, -4.40222)  -0.2200
H (1.80671, 5.96833, -4.81292)  0.3096
H (4.47453, 1.11118, -6.25743)  0.3417
H (-0.52297, -4.74536, 1.53857)  0.3600
H (2.29788, -0.16241, -8.84011)  0.2440
F (-4.15700, 0.28986, -6.17344)  -0.2053
H (3.55908, -1.25102, 0.66738)  0.2276
H (-1.71477, 0.49111, -1.11487)  0.4134
O (-5.75057, 2.14348, -4.40450)  -0.6669
H (1.07776, -2.24531, 10.98229)  0.3296
C (3.42703, 0.17742, -4.56603)  -0.7659
C (-1.22588, -0.80199, 8.95331)  -0.9655

Computed properties:
Energy above the lowest of the compared OMol25 structures with the same formula, charge and spin (kJ/mol): 108.1
HOMO level (Ha): -0.320
E_LUMO (eV): -1.74
Charge: 0
Multiplicity: 1


# 2
Entry from the Open Molecules 2025 dataset: a molecular structure, C16H40MnO8 (ωB97M-V/def2-TZVPD).

Last column: natural (NBO) charge in e.
Positions of all 65 atoms, in Å:
C (1.41559, 1.71222, -1.18601)  -0.2444
O (-1.24402, -0.37844, 1.84876)  -1.0021
Mn (-1.34047, 0.43970, -0.02354)  1.4504
H (-3.68965, 2.34492, 0.82556)  0.1972
H (-2.33315, 0.07532, -4.59806)  0.1913
H (-1.86127, 1.61836, -5.29186)  0.1997
H (-1.28288, 2.73744, -3.41591)  0.1243
C (-1.62214, 0.89685, -4.51061)  -0.6334
H (2.07089, -3.08728, 3.08428)  0.1928
C (-1.81994, 1.80695, -3.23198)  -0.0143
C (4.13571, -0.86765, 1.66425)  -0.0773
H (0.63517, -2.43757, 0.86124)  0.1970
H (1.62518, -1.48548, 2.61688)  0.1838
H (1.41417, -2.46835, -0.79186)  0.1924
H (5.73482, -2.10941, 0.77414)  0.1787
H (-0.60761, 0.50480, -4.58212)  0.1974
O (-0.51581, -1.52158, -0.62407)  -0.5888
O (-1.64288, 1.28020, -1.92454)  -1.0247
H (2.65831, -1.64671, 3.97702)  0.1645
C (5.08085, -1.29804, 0.45462)  -0.0700
H (-0.61166, 3.56939, -0.26071)  0.1800
H (0.99656, 2.63196, -1.59417)  0.1891
O (-3.21694, -0.82786, -0.60791)  -0.5807
O (-1.68958, 2.32428, 0.84072)  -0.5598
H (-2.92861, 3.23632, -0.57880)  0.2098
H (-5.18813, -1.11393, -1.29929)  0.1798
C (2.46183, -2.07385, 2.99364)  -0.2599
H (-2.84565, 2.17572, -3.22874)  0.1251
H (1.39392, 0.84407, -1.84476)  0.2097
H (-3.21347, 0.77694, 3.90257)  0.1936
C (-0.66951, 3.21737, 0.76926)  -0.0953
H (-3.47254, -2.83139, -1.42275)  0.1875
H (0.38720, 1.88615, 1.87317)  0.2134
H (-2.52079, -1.21851, 3.05997)  0.1257
H (-1.85256, 0.45702, 4.98961)  0.1972
C (-1.50701, -2.57051, -0.61592)  -0.0747
C (5.43019, -2.18905, -1.80883)  -0.2510
C (0.60868, 2.36656, 0.92015)  -0.0977
O (0.69464, 1.28882, -0.02211)  -0.5720
H (4.96933, -2.40776, -2.77210)  0.1991
H (1.48547, 2.98885, 1.09930)  0.1916
H (-2.36133, -1.79825, -2.31943)  0.1944
H (-4.83975, 0.45707, -0.62188)  0.1881
H (1.42265, -1.10988, -0.03027)  0.2024
C (-4.41507, -0.34968, -1.21930)  -0.2491
C (-2.75402, -2.01742, -1.32653)  -0.0843
H (4.71862, -0.24824, 2.34591)  0.1767
H (-0.84340, -0.97419, 3.71467)  0.1173
H (-1.55402, 1.52158, 3.60804)  0.1940
O (4.45040, -1.68591, -0.81159)  -0.5606
H (5.74815, -0.45761, 0.26362)  0.1570
H (-1.83988, -2.81287, 0.39333)  0.2018
C (0.73717, -1.95360, -0.11010)  -0.2680
H (6.16328, -1.41049, -2.01980)  0.1665
C (-1.66324, -0.54988, 3.13508)  -0.0116
H (3.24504, -0.32678, 1.34443)  0.1821
C (-2.13060, 0.66463, 3.95632)  -0.6377
C (-2.88370, 2.99389, 0.48295)  -0.2591
H (-0.50583, 4.05808, 1.44345)  0.1926
H (-4.14856, 0.18435, -2.13138)  0.2038
H (2.48825, 1.84934, -1.04931)  0.1740
H (-3.07526, 3.90479, 1.05011)  0.1827
H (5.99146, -3.04229, -1.42796)  0.1745
H (-1.10720, -3.41676, -1.17460)  0.1894
O (3.63460, -2.12673, 2.18577)  -0.5519

Computed properties:
HOMO level (spin up / spin down) (Ha): -0.261 / -0.274
E_LUMO (spin up / spin down) (eV): 0.76 / 0.75
Charge: 0
Multiplicity: 6


# 3
Entry from the Open Molecules 2025 dataset: 4 unconnected molecules or ions with the total composition C16H40O8 (ωB97M-V/def2-TZVPD).

Last column: natural (NBO) charge in e.
Positions of all 64 atoms, in Å:
C (1.04442, 2.18934, -4.32352)  -0.2459
O (-2.14784, 0.59350, 8.01602)  -0.5608
C (-0.75651, -1.52188, 8.22151)  -0.0747
C (0.21144, -6.28851, -8.22306)  -0.0656
H (1.33027, -6.36636, -10.07850)  0.1777
H (-2.06619, -0.60041, 9.72528)  0.1685
H (2.73666, 5.87209, 6.35351)  0.1632
H (-1.18852, 2.00724, -3.11944)  0.1619
H (-1.47446, -0.92133, -3.36965)  0.1673
H (-1.04159, 7.37174, 4.98405)  0.1916
H (-2.99719, 2.41334, 8.05250)  0.1968
H (1.26876, -3.89353, -8.92562)  0.1482
H (0.02333, 4.60194, 2.98343)  0.1614
H (-1.72157, 4.32413, 3.35485)  0.1721
H (1.04899, 2.71423, -3.36824)  0.1640
C (-1.36840, -0.01094, -2.77970)  -0.0776
H (-0.66551, -2.44885, 8.78766)  0.1996
H (0.76302, 2.92885, -5.07321)  0.1663
H (-1.69933, 1.17824, -4.59605)  0.1742
O (-0.78164, -1.82326, 6.80907)  -0.5498
H (0.27227, -0.29017, 5.89740)  0.1643
H (1.73307, -8.88055, -11.02594)  0.1680
H (1.37656, -0.74178, -2.79077)  0.1804
C (-0.99878, 4.94736, 2.82830)  -0.2475
H (-0.28931, -6.89924, -7.47182)  0.1977
H (3.40303, 6.90184, 5.11873)  0.1637
H (2.73726, -9.58182, -9.74936)  0.1920
H (0.12830, -0.96870, 8.53649)  0.1653
O (1.35218, -8.23012, -9.06623)  -0.5328
C (0.72281, -7.03654, -9.47028)  -0.0879
H (1.35096, 5.89852, 4.16814)  0.1550
O (1.41854, 7.31592, 5.73627)  -0.5555
H (2.10014, 1.97880, -4.49446)  0.1913
C (-1.04816, 1.11152, -3.72448)  -0.0791
H (3.25034, 7.52479, 6.73034)  0.1902
C (2.74935, 6.89996, 5.99096)  -0.2448
C (1.17654, -4.14091, -7.86807)  -0.2398
H (3.10146, -8.00927, -10.22018)  0.1704
C (-2.00287, -0.70375, 8.64204)  -0.0894
O (-0.38777, -0.13469, -1.76450)  -0.5289
H (1.32491, -0.93685, -1.14660)  0.1837
O (1.18300, -5.47574, -7.65313)  -0.5424
H (-0.70712, 5.64140, 5.32588)  0.1826
H (0.39766, -2.03949, -2.06011)  0.1610
H (1.15386, 7.46703, 3.61598)  0.1915
H (-3.47040, 1.44752, 9.53307)  0.1730
H (-0.19056, -7.30489, -10.00115)  0.1626
H (0.21550, -3.70719, -7.59165)  0.1522
H (-0.54096, -5.59730, -8.60282)  0.1575
H (-2.36466, 0.25163, -2.42386)  0.1865
O (0.28442, 1.01883, -4.16289)  -0.5527
C (0.86766, 6.83253, 4.45478)  -0.0802
H (-1.16725, 4.98441, 1.75203)  0.1956
H (-0.60394, -1.54494, 4.93770)  0.1871
H (-2.83598, -1.32810, 8.31922)  0.1653
C (0.65780, -0.98230, -2.00741)  -0.2521
C (2.24478, -8.66988, -10.08687)  -0.2581
H (1.86041, -3.45498, -7.36815)  0.2001
C (-3.21422, 1.43172, 8.47372)  -0.2478
C (-0.53423, 6.47054, 4.63977)  -0.0916
O (-1.01171, 6.29734, 3.30048)  -0.5471
H (-1.48518, -0.21479, 5.55305)  0.1753
C (-0.64577, -0.86810, 5.79107)  -0.2400
H (-4.08208, 1.00087, 7.97442)  0.1674

Computed properties:
Energy above the lowest of the compared OMol25 structures with the same formula, charge and spin (kJ/mol): 573.7
HOMO level (Ha): -0.348
SMILES: COCCOC.COCCOC.COCCOC.COCCOC
E_LUMO (eV): 0.58
Charge: 0
Multiplicity: 1


no.,largest force on an atom (eV/A)
1,6.71
2,4.93
3,3.69